Entry 1:
C3H7ClIOS | the ωB97M-V functional and the def2-TZVPD basis

```
14
Properties=species:S:1:pos:R:3:forces:R:3:lowdin_charge:R:1
C 1.5371 -0.7230 0.5460 -0.001 -0.020 -0.034 -0.084
C 0.7323 0.5487 0.2912 -0.090 -0.095 0.155 -0.327
C -0.1591 0.4363 -0.9481 0.058 0.002 0.042 -0.977
I -0.3782 2.2335 -2.0776 -0.068 0.091 0.063 0.988
S -1.8814 -0.0616 -0.6663 0.016 -0.064 -0.020 0.664
O -2.0698 0.4026 0.8358 -0.085 -0.020 -0.073 -0.315
Cl -1.7358 -2.0475 -0.5545 0.012 -0.074 0.096 0.431
H 2.3005 -0.5267 1.2969 -0.045 -0.027 0.037 0.090
H 2.0469 -1.0586 -0.3585 0.010 0.012 0.011 0.088
H 0.9067 -1.5353 0.9080 0.035 0.000 -0.002 0.067
H 0.1317 0.7955 1.1681 0.057 0.105 -0.077 0.105
H 1.3895 1.4021 0.1312 0.044 -0.048 -0.070 0.098
H 0.1970 -0.3315 -1.6354 -0.027 0.070 -0.089 0.052
H -3.0175 0.4656 1.0632 0.085 0.066 -0.038 0.120
```
Positions in Å, forces in eV/Å.

As for the LUMO energy: -0.1803 Eh. The calculation puts the HOMO-LUMO gap at 9.1410 eV. As for the total charge: +1.

Entry 2:
C3H7ClN | the ωB97M-V functional and the def2-TZVPD basis

```
12
Properties=species:S:1:pos:R:3:forces:R:3:lowdin_charge:R:1
C 2.2623 2.0533 -0.0488 0.061 -1.006 0.335 0.086
C 2.2008 0.8735 0.1254 -0.006 -0.172 -0.046 -0.662
C -1.6586 -0.6377 0.5212 0.465 3.575 0.914 -0.003
N -0.6226 -0.6327 -0.5967 -0.587 -4.453 2.116 0.103
Cl 2.2219 -0.7548 0.3796 0.514 -0.074 0.190 0.782
H 2.4530 3.0758 -0.0527 -0.032 1.131 -0.245 0.036
H -1.2218 -1.3454 1.2212 -1.308 -0.755 -0.157 0.096
H -2.5738 -0.6457 -0.0650 -0.512 -1.121 1.042 0.097
H -1.7523 0.3620 1.1985 0.834 -1.974 -2.109 0.158
H 0.2892 -0.9922 -0.1971 -0.326 1.440 -0.954 0.022
H -0.6743 0.0426 -1.2625 0.763 3.749 -1.685 0.111
H -0.9238 -1.3987 -1.2231 0.135 -0.338 0.599 0.174
```
Positions in Å, forces in eV/Å.

As for the LUMO energy: -0.1357 Eh. For the energy relative to the best compared isomer or geometry (same formula, charge and spin), the calculation gives 2.992 eV. The calculation puts the HOMO-LUMO gap at 10.5885 eV. As for the total charge: +1.

| no. | highest occupied orbital energy (Ha) |
| --- | --- |
| 1 | -0.516 |
| 2 | -0.525 |